150
Properties=species:S:1:pos:R:3:forces:R:3:lowdin_spin:R:1 method="wB97M-V/def2-TZVPD" s2=3.892 spin_multiplicity=4 largest_force_ev_per_a=1.0 homo_ev="-12.095 / -12.097" charge=+2 total_energy_ev=-190741.847
Cr -0.27938 -0.99810 -0.12149 -0.5491 -0.3385 0.2473 3.173
O -5.98632 -2.79608 -4.76807 0.1811 -0.0058 -0.0131 0.000
N -4.86650 -2.33959 -4.78465 -0.1121 0.1948 -0.0489 0.000
O -4.26840 -1.94737 -5.76794 -0.0601 -0.1229 0.1217 0.000
C -4.15294 -2.25246 -3.49011 -0.0049 -0.0728 -0.0577 -0.001
C -4.49622 -3.15108 -2.54744 0.0421 0.0314 -0.0065 -0.001
C -3.81874 -3.17040 -1.28962 -0.0414 -0.0444 0.0268 0.000
C -4.20805 -4.00751 -0.22702 -0.0285 -0.0118 -0.0176 0.007
C -3.57256 -3.87503 0.97479 0.0246 0.0147 0.0481 -0.001
C -2.50258 -2.97853 1.08735 0.0088 -0.0650 -0.0311 0.008
N -2.04121 -2.26116 0.07732 0.1012 0.2352 -0.0301 -0.009
C -2.74840 -2.30522 -1.08356 -0.0423 0.0213 -0.0075 0.004
C -2.43915 -1.31970 -2.07175 0.0231 -0.0134 -0.0151 0.004
N -1.49257 -0.41268 -1.72107 0.0636 0.1357 0.0806 -0.010
C -1.28669 0.62611 -2.50551 -0.0580 -0.0426 -0.0181 0.010
C -1.96092 0.79364 -3.71746 -0.0075 0.0124 0.0022 -0.001
C -2.87018 -0.14636 -4.11928 -0.0023 0.0014 -0.0305 0.008
C -3.14628 -1.24597 -3.27443 -0.0020 -0.0020 0.0232 0.000
H -5.29573 -3.85228 -2.74553 -0.0060 -0.0050 -0.0047 0.000
H -5.02428 -4.70743 -0.35991 0.0163 0.0159 0.0001 0.000
H -3.86526 -4.44893 1.84267 -0.0032 0.0034 -0.0140 0.000
H -2.01417 -2.85582 2.03860 0.0013 0.0094 0.0209 0.000
H -0.58708 1.35936 -2.14522 0.0407 0.0692 -0.0008 0.001
H -1.74326 1.65891 -4.32760 -0.0098 -0.0143 -0.0002 0.000
H -3.38630 -0.04532 -5.06047 -0.0009 0.0052 -0.0198 0.000
N -0.63687 -0.84730 2.91492 0.1063 0.3387 0.1714 0.003
P -1.16688 0.51806 2.00196 -0.0764 -0.8411 -0.4706 0.002
C -0.96233 1.90195 3.13745 0.1731 0.1130 -0.1114 -0.001
C -2.02829 2.45031 3.84487 -0.0161 0.0224 0.0345 0.000
C -1.79983 3.48887 4.73828 -0.0188 0.0022 -0.0056 0.000
C -0.51694 3.98178 4.92507 0.0331 -0.0021 0.0096 0.000
C 0.54838 3.45181 4.20499 0.0030 -0.0202 0.0295 0.000
C 0.32358 2.42445 3.30543 0.0123 -0.0256 0.0128 0.000
C -2.95524 0.29273 1.81654 -0.0629 0.1964 0.2179 0.003
C -3.73293 -0.41567 2.73000 0.0415 -0.0623 -0.0200 0.001
C -5.08962 -0.58874 2.50154 -0.0248 0.0059 -0.0142 0.000
C -5.67932 -0.04210 1.36704 -0.0198 -0.0225 0.0276 0.001
C -4.91402 0.68492 0.46588 0.0110 0.0152 -0.0309 0.000
C -3.55351 0.85107 0.68846 -0.0086 0.0104 -0.0080 0.002
P 0.55364 -1.81019 2.18601 0.0484 -0.1415 -0.0021 -0.013
C 0.18228 -3.51206 2.71254 0.0165 0.0239 0.1153 -0.003
C -0.08746 -4.53631 1.81282 -0.0362 -0.0448 -0.0145 0.001
C -0.38053 -5.81373 2.27126 0.0129 -0.0023 -0.0135 0.000
C -0.42135 -6.06878 3.63362 0.0031 -0.0025 0.0182 0.000
C -0.16074 -5.04830 4.54194 0.0002 -0.0028 -0.0032 0.000
C 0.15009 -3.77912 4.08409 0.0223 -0.0132 0.0286 -0.001
C 2.07219 -1.53003 3.14803 0.0249 0.0760 -0.0757 -0.002
C 3.12067 -2.44731 3.05759 0.0427 0.0084 -0.0580 -0.002
C 4.25684 -2.28548 3.83103 0.0070 -0.0152 -0.0030 0.000
C 4.35266 -1.21999 4.71814 0.0192 0.0026 -0.0022 -0.002
C 3.30968 -0.31378 4.82316 0.0120 0.0169 0.0096 0.000
C 2.17509 -0.46385 4.03551 -0.0097 -0.0393 0.0195 -0.002
H -0.68402 -0.81373 3.92819 -0.1442 -0.0887 0.0501 0.000
H -3.03567 2.08201 3.69906 0.0149 -0.0142 -0.0061 0.000
H -2.63009 3.91432 5.28693 0.0151 -0.0040 -0.0063 0.000
H -0.34644 4.78985 5.62465 -0.0016 -0.0053 -0.0134 0.000
H 1.54513 3.85657 4.32708 -0.0127 -0.0041 0.0015 0.000
H 1.14466 2.05206 2.70222 -0.0106 -0.0450 0.0694 0.000
H -3.27735 -0.84730 3.61491 -0.0166 0.0065 -0.0107 0.000
H -5.69207 -1.14059 3.21219 0.0145 0.0115 -0.0132 0.000
H -6.74012 -0.17300 1.19513 0.0187 0.0040 -0.0015 0.000
H -5.37807 1.12823 -0.40675 0.0098 -0.0093 0.0196 0.000
H -2.95296 1.42546 -0.01094 0.0058 0.0085 -0.0151 0.000
H -0.09065 -4.34848 0.74716 0.0351 0.0138 -0.0283 0.001
H -0.57635 -6.60293 1.55647 0.0036 0.0067 0.0114 0.000
H -0.64879 -7.06407 3.99286 0.0002 0.0108 -0.0073 0.000
H -0.18432 -5.24629 5.60552 0.0008 -0.0028 -0.0164 0.000
H 0.38832 -3.00175 4.80280 0.0055 -0.0098 -0.0190 0.000
H 3.04897 -3.30284 2.39863 -0.0032 0.0164 0.0222 0.000
H 5.06429 -3.00225 3.75351 -0.0208 0.0141 0.0067 0.000
H 5.23414 -1.10767 5.33618 -0.0121 0.0039 -0.0170 0.000
H 3.36900 0.50752 5.52629 -0.0023 -0.0121 -0.0104 0.000
H 1.36516 0.24128 4.14615 -0.0482 0.0575 -0.0131 0.000
C 2.63177 -3.34166 -2.72770 0.0550 -0.0031 -0.0130 -0.013
C 1.69364 -3.29259 -1.50386 -0.0809 0.0489 0.0543 -0.009
C 2.57106 -3.43647 -0.25153 0.0223 -0.0721 -0.0333 0.001
C 0.95216 -1.94096 -1.54036 0.2116 -0.2516 -0.0194 -0.136
C 0.72536 -4.47405 -1.64302 -0.0223 -0.0291 -0.0211 -0.001
C 1.08884 -5.73846 -1.17454 0.0134 0.0335 0.0310 0.000
C 0.25414 -6.83453 -1.33013 -0.0116 -0.0168 0.0024 0.000
C -0.97244 -6.69733 -1.96612 -0.0034 -0.0176 0.0103 0.000
C -1.33915 -5.45558 -2.45830 0.0019 -0.0022 -0.0163 0.000
C -0.49663 -4.36099 -2.30138 0.0096 0.0196 -0.0051 0.000
H 3.47130 -2.65220 -2.58762 -0.0241 0.0031 -0.0039 0.000
H 2.10588 -3.08394 -3.64920 -0.0100 -0.0305 0.0156 0.000
H 3.04968 -4.34300 -2.84370 -0.0053 0.0062 0.0077 -0.003
H 3.00984 -2.48239 0.03773 0.0294 0.0792 -0.0294 0.000
H 3.40579 -4.11725 -0.43098 -0.0462 -0.0209 0.0026 0.000
H 2.01239 -3.83169 0.59449 -0.0372 0.0334 0.0073 0.000
H 0.36782 -1.88844 -2.46122 0.0101 0.0428 0.0005 0.001
H 2.04034 -5.87900 -0.67695 -0.0154 0.0008 -0.0073 0.000
H 0.56923 -7.80308 -0.96136 -0.0060 0.0189 -0.0096 0.000
H -1.62098 -7.55379 -2.09657 0.0079 0.0083 0.0014 0.000
H -2.27597 -5.33904 -2.99139 0.0185 -0.0056 0.0073 0.000
H -0.79990 -3.41373 -2.73109 0.0008 -0.0608 0.0067 0.000
C -0.89627 4.89174 -3.44740 -0.0001 -0.0009 -0.0228 0.000
C -1.35460 5.32629 -2.05369 0.0072 -0.0679 -0.1756 0.000
C -1.17877 6.82680 -1.85900 0.0226 0.0327 0.0510 0.000
Sb -0.45438 3.97221 -0.61759 0.0998 0.1631 0.2026 0.000
C -0.83892 5.00788 1.24695 -0.1694 0.0410 0.0490 0.000
C -0.20619 6.37435 1.48204 0.0455 0.0429 -0.0249 0.000
C -2.35777 5.07570 1.42157 -0.0241 0.0107 -0.0343 0.000
C 1.69836 4.28037 -0.79444 0.0441 -0.0223 0.0329 0.000
C 2.31768 3.84097 0.53428 -0.0075 -0.0278 0.0331 0.000
C 2.19616 5.65325 -1.22937 -0.0165 0.0532 -0.0086 0.000
H -1.41107 5.46365 -4.22408 -0.0004 0.0025 0.0185 0.000
H -1.09698 3.83131 -3.63410 0.0150 0.0218 0.0164 0.000
H 0.17649 5.05753 -3.58211 -0.0104 -0.0051 -0.0009 0.000
H -2.41962 5.09050 -1.95784 0.0041 -0.0057 -0.0189 0.000
H -0.12930 7.12117 -1.81193 -0.0348 -0.0121 -0.0040 0.000
H -1.67020 7.18064 -0.95345 0.0087 -0.0148 -0.0308 0.000
H -1.63175 7.36107 -2.69962 0.0080 -0.0093 0.0055 0.000
H -0.43626 4.31755 1.98743 -0.0762 0.0142 -0.0406 0.000
H -0.60442 7.13525 0.81149 0.0313 -0.0293 0.0292 0.000
H 0.87757 6.36933 1.36935 -0.0187 -0.0239 0.0157 0.000
H -0.42433 6.70166 2.50423 -0.0071 -0.0068 -0.0147 0.000
H -2.81440 5.72155 0.66594 0.0015 -0.0118 0.0204 0.000
H -2.61732 5.49240 2.39929 0.0191 -0.0089 -0.0094 0.000
H -2.83089 4.09141 1.34585 0.0200 0.0119 0.0036 0.000
H 2.01486 3.55524 -1.54897 -0.0181 0.0259 0.0167 0.000
H 2.09458 4.54600 1.33870 -0.0173 -0.0075 -0.0167 0.000
H 3.40621 3.77104 0.45063 -0.0096 0.0103 -0.0164 0.000
H 1.95303 2.85512 0.84746 0.0406 0.0777 -0.0873 0.000
H 1.89247 6.44132 -0.53920 0.0089 -0.0216 -0.0143 0.000
H 1.83605 5.92732 -2.22203 0.0053 -0.0202 0.0204 0.000
H 3.28992 5.65701 -1.26837 -0.0143 -0.0020 0.0027 0.000
Ge 1.95654 -0.28305 -1.50909 0.2342 0.1530 -0.0441 -0.006
C 1.98534 0.66878 -3.21077 -0.0957 -0.2660 -0.2135 -0.006
C 2.72589 -0.02768 -4.17213 0.0044 -0.0988 -0.0740 -0.001
C 2.88398 0.46282 -5.46121 -0.0030 0.0418 -0.0043 0.000
C 2.29146 1.66264 -5.82246 -0.0036 -0.0136 0.0310 0.000
C 1.55391 2.36771 -4.88145 0.0357 -0.0059 -0.0531 0.000
C 1.40414 1.87501 -3.59373 0.1045 0.2106 0.1416 0.000
C 3.59283 -0.00097 -0.51863 0.0263 -0.0502 0.0502 0.000
C 3.54983 0.42511 0.80539 -0.0898 0.0201 0.0427 0.001
C 4.71738 0.67005 1.51249 0.0261 -0.0090 -0.0155 0.000
C 5.94768 0.48396 0.89979 -0.0028 -0.0104 -0.0330 0.001
C 6.00466 0.06457 -0.42399 0.0170 0.0191 0.0567 0.000
C 4.83486 -0.16892 -1.13043 0.0657 -0.0634 -0.1586 0.000
H 0.89206 0.33367 -0.40743 -0.0095 0.5049 0.0162 -0.010
H 3.18729 -0.98232 -3.93802 -0.0495 0.0877 0.0218 0.000
H 3.46636 -0.09854 -6.18012 -0.0072 0.0113 0.0023 0.000
H 2.40767 2.04910 -6.82640 -0.0026 -0.0041 0.0117 0.000
H 1.09757 3.31366 -5.14571 0.0074 -0.0115 -0.0029 0.000
H 0.85299 2.48529 -2.88928 0.0077 -0.0727 0.0200 0.000
H 2.59461 0.58922 1.29357 0.0060 -0.0188 -0.0020 0.000
H 4.66462 1.01171 2.53752 -0.0026 -0.0054 0.0226 0.000
H 6.86155 0.67630 1.44711 -0.0121 -0.0079 -0.0123 0.000
H 6.96167 -0.07302 -0.91055 -0.0133 0.0098 0.0140 0.000
H 4.91216 -0.47325 -2.17078 -0.0612 0.0184 0.0764 0.000